1.
This record from the OMol25 dataset describes a cluster of 4 separate species, C29H47Br2F3N2O13 in total at a distorted geometry. The level of theory is ωB97M-V/def2-TZVPD.

charge = 0
energy = -7668.41914 Eh
Kohn-Sham gap = 9.985 eV
SMILES = C#C[C@@]1(O)NC(=O)[C@H](CC[C@](F)(Br)C(F)(F)Br)[C@@]1(N)CCCCCCCCOC(C)=O.COC(=O)OC.COC(=O)OC.COC(=O)OC

Each line ends with the Mulliken charge.
Geometry (Å):
C1 1.75 -4.79 0.61  0.11
C2 2.11 -4.26 1.61  -1.28
C3 2.30 -3.32 2.74  0.78
O1 1.64 -3.74 3.87  -0.58
N1 3.78 -3.26 2.93  -0.57
C4 4.17 -2.80 1.60  -0.33
O2 5.05 -3.24 0.94  -0.51
C5 3.17 -1.68 1.24  -0.32
C6 3.97 -0.38 1.41  -1.06
C7 5.04 -0.25 0.31  -1.33
C8 5.33 1.19 -0.07  0.14
F1 4.17 1.86 -0.27  -0.22
Br1 6.27 1.17 -1.79  -0.04
C9 6.14 2.01 0.97  0.62
F2 6.70 3.09 0.38  -0.24
F3 5.29 2.47 1.91  -0.16
Br2 7.57 1.02 1.80  -0.08
C10 1.98 -1.88 2.22  1.50
N2 2.15 -0.94 3.34  -0.55
C11 0.60 -1.63 1.52  -0.65
C12 -0.52 -2.64 1.81  -0.97
C13 -1.59 -2.73 0.71  -1.10
C14 -1.08 -3.02 -0.72  -0.45
C15 -1.94 -2.32 -1.80  -1.15
C16 -1.45 -0.96 -2.28  -0.72
C17 -0.93 0.00 -1.20  0.72
C18 -1.25 1.43 -1.59  -0.90
O3 -0.71 2.30 -0.59  -0.13
C19 -1.50 3.32 -0.22  0.84
C20 -1.31 3.76 1.19  -1.14
O4 -2.29 3.84 -0.96  -0.61
H1 1.69 -5.31 -0.32  0.49
H2 1.47 -3.00 4.44  0.55
H3 4.00 -2.55 3.62  0.41
H4 2.91 -1.75 0.19  0.59
H5 3.32 0.50 1.42  0.80
H6 4.46 -0.40 2.38  0.20
H7 4.68 -0.74 -0.58  0.56
H8 5.93 -0.79 0.59  0.56
H9 1.42 -1.05 4.03  0.35
H10 2.08 0.02 3.02  0.28
H11 0.25 -0.67 1.89  0.37
H12 0.78 -1.49 0.46  -0.30
H13 -0.17 -3.64 2.01  0.47
H14 -1.03 -2.31 2.71  0.26
H15 -2.26 -1.87 0.73  0.60
H16 -2.21 -3.58 0.99  0.51
H17 -0.02 -2.82 -0.84  0.29
H18 -1.21 -4.08 -0.88  0.53
H19 -2.96 -2.26 -1.42  0.39
H20 -1.97 -2.97 -2.67  0.30
H21 -0.70 -1.05 -3.07  0.31
H22 -2.30 -0.47 -2.75  0.45
H23 0.15 -0.13 -1.11  0.01
H24 -1.39 -0.17 -0.23  -0.03
H25 -0.82 1.64 -2.57  0.27
H26 -2.33 1.53 -1.65  0.25
H27 -1.94 3.17 1.85  0.24
H28 -1.55 4.81 1.27  0.35
H29 -0.28 3.63 1.52  0.32
C21 -5.32 2.96 -0.83  -0.55
O5 -5.86 2.10 0.19  -0.31
C22 -6.78 1.25 -0.24  0.80
O6 -7.17 1.14 -1.37  -0.55
O7 -7.18 0.52 0.80  -0.33
C23 -8.18 -0.46 0.48  -0.63
H30 -4.59 3.60 -0.35  0.16
H31 -4.83 2.38 -1.60  0.23
H32 -6.11 3.58 -1.27  0.34
H33 -7.80 -1.17 -0.25  0.29
H34 -9.08 0.02 0.09  0.30
H35 -8.42 -0.97 1.40  0.22
C24 1.22 6.54 5.98  -0.61
O8 2.26 6.72 5.01  -0.34
C25 2.35 5.74 4.11  0.80
O9 1.65 4.76 4.07  -0.55
O10 3.34 6.03 3.28  -0.34
C26 3.56 5.05 2.25  -0.46
H36 1.27 7.40 6.63  0.21
H37 0.25 6.50 5.49  0.29
H38 1.39 5.64 6.56  0.29
H39 2.67 4.95 1.63  0.26
H40 3.82 4.09 2.69  0.21
H41 4.39 5.41 1.65  0.26
C27 0.49 -3.42 -6.52  -0.69
O11 -0.83 -3.34 -5.99  -0.22
C28 -1.79 -3.30 -6.92  0.74
O12 -1.62 -3.32 -8.11  -0.55
O13 -2.96 -3.24 -6.29  -0.26
C29 -4.09 -3.18 -7.17  -0.66
H42 1.17 -3.44 -5.67  0.20
H43 0.62 -4.32 -7.11  0.32
H44 0.71 -2.54 -7.13  0.32
H45 -4.14 -4.08 -7.79  0.30
H46 -4.05 -2.30 -7.80  0.30
H47 -4.97 -3.13 -6.53  0.21

=====

2.
This record from the OMol25 dataset describes a structure of composition C29H47BrN2OP2Pd at a distorted geometry. The level of theory is ωB97M-V/def2-TZVPD.

charge = 0
energy = -4702.48407 Eh
Kohn-Sham gap (alpha / beta) = 6.551 / 6.553 eV

Each line ends with the Mulliken charge.
Geometry (Å):
C1 -4.58 -3.16 2.52  -0.46
C2 -4.55 -2.18 1.52  0.06
C3 -5.21 -0.96 1.77  -0.27
C4 -5.93 -0.80 2.95  -0.38
N1 -5.97 -1.78 3.86  -0.65
C5 -5.34 -2.94 3.66  -0.29
C6 -3.86 -2.37 0.29  -0.39
C7 -3.34 -2.35 -0.83  0.83
C8 -2.32 -2.17 -1.81  0.31
C9 -1.05 -2.80 -1.60  -0.76
C10 0.09 -1.99 -1.82  0.61
C11 -0.23 -0.71 -2.21  -0.41
C12 -1.35 -0.32 -2.94  -0.79
C13 -2.44 -1.13 -2.78  -0.93
Pd1 0.53 0.82 -1.18  -0.67
P1 0.02 0.48 1.05  1.11
H1 -5.16 -0.15 1.04  0.44
H2 -4.01 -4.08 2.39  0.44
H3 -6.47 0.14 3.12  0.38
H4 -5.42 -3.73 4.42  0.34
H5 -3.43 -0.89 -3.21  0.41
H6 -1.02 -3.80 -1.17  0.46
H7 -1.36 0.63 -3.51  0.49
H8 1.13 -2.25 -1.58  0.29
C14 1.30 1.27 2.09  -0.14
C15 0.92 1.63 3.52  -1.54
H9 1.63 2.17 1.55  0.48
H10 2.16 0.58 2.07  0.05
H11 1.78 2.09 4.01  0.48
H12 0.11 2.35 3.56  0.30
H13 0.65 0.76 4.11  0.30
C16 -1.67 1.13 1.47  0.24
C17 -2.26 0.77 2.83  -1.14
H14 -2.32 0.73 0.66  0.22
H15 -1.64 2.22 1.33  -0.18
H16 -3.21 1.29 2.97  0.47
H17 -2.49 -0.30 2.89  0.07
H18 -1.61 1.05 3.66  0.20
C18 0.01 -1.30 1.51  0.64
C19 0.11 -1.60 3.00  -1.55
H19 0.89 -1.72 1.00  -0.06
H20 -0.89 -1.76 1.06  -0.11
H21 0.03 -2.69 3.16  0.48
H22 1.08 -1.29 3.41  0.27
H23 -0.69 -1.13 3.58  0.28
Br1 2.05 0.72 -3.08  -0.52
P2 0.24 3.25 -1.38  1.19
C20 0.01 4.23 0.16  -0.04
C21 0.46 5.69 0.07  -1.40
H24 0.59 3.71 0.93  -0.09
H25 -1.05 4.18 0.46  0.28
H26 0.23 6.20 1.01  0.45
H27 1.55 5.77 -0.08  0.29
H28 -0.05 6.24 -0.74  0.26
C22 1.70 3.99 -2.23  -0.48
C23 1.40 4.89 -3.42  -1.31
H29 2.28 3.11 -2.56  0.36
H30 2.32 4.52 -1.49  0.36
H31 2.33 5.06 -3.97  0.44
H32 0.69 4.44 -4.12  0.24
H33 1.02 5.87 -3.12  0.24
C24 -1.28 3.42 -2.40  -0.50
C25 -1.91 4.81 -2.44  -1.32
H34 -2.00 2.70 -1.98  0.36
H35 -1.03 3.07 -3.41  0.38
H36 -2.83 4.77 -3.03  0.44
H37 -2.18 5.18 -1.45  0.29
H38 -1.26 5.55 -2.93  0.21
C26 5.82 -2.76 -1.11  -0.93
N2 4.43 -2.35 -1.20  0.17
C27 3.64 -2.85 -2.31  -0.69
C28 3.80 -1.66 -0.21  0.43
C29 4.63 -1.15 0.93  -1.22
O1 2.57 -1.47 -0.25  -0.19
H39 6.12 -3.21 -2.05  0.30
H40 5.99 -3.49 -0.30  0.32
H41 6.47 -1.89 -0.91  0.30
H42 2.84 -3.52 -1.94  0.29
H43 3.18 -2.00 -2.83  0.08
H44 4.29 -3.40 -2.99  0.33
H45 4.10 -0.30 1.37  0.07
H46 4.71 -1.95 1.69  0.27
H47 5.62 -0.83 0.60  0.42

=====

3.
This record from the OMol25 dataset describes a cluster of 2 separate species, C29H47ClF2N5O9P in total at a distorted geometry. The level of theory is ωB97M-V/def2-TZVPD.

charge = 0
energy = -3084.82226 Eh
Kohn-Sham gap = 3.303 eV
ΔE to the lowest compared entry with this formula, charge and spin = 146.35 kcal/mol

Each line ends with the Mulliken charge.
Geometry (Å):
C1 -5.16 3.60 2.61  -0.75
C2 -4.05 4.67 2.12  -0.32
O1 -3.24 4.06 1.07  -0.21
C3 -2.05 4.87 0.94  -0.51
C4 -0.96 4.22 -0.08  -0.74
O2 -0.80 2.85 0.31  0.21
C5 0.58 2.40 0.11  -1.59
N1 0.91 1.15 0.77  1.00
C6 0.03 0.42 1.65  -1.07
N2 -0.26 0.77 2.91  0.60
C7 0.19 1.97 3.66  0.17
C8 1.47 1.75 4.62  -1.04
F1 0.41 3.17 2.94  -0.34
P1 -1.26 -0.35 3.92  0.44
O3 -2.59 0.57 4.56  -0.45
Cl1 -0.18 -1.05 5.58  -0.23
N3 -0.33 -0.74 0.83  1.08
C9 -1.75 -1.13 0.72  -1.19
N4 -2.67 -0.08 0.16  0.20
C10 -3.78 0.26 1.09  -0.61
C11 0.59 -1.03 -0.37  -1.31
C12 1.26 -2.52 -0.39  -0.42
C13 0.35 -3.69 0.18  0.03
C14 -0.18 -3.85 1.62  0.10
C15 -1.01 -5.11 2.01  -0.58
C16 -1.34 -6.23 1.01  -0.44
C17 -0.81 -6.11 -0.44  -0.62
C18 0.02 -4.85 -0.83  -0.31
N5 -0.27 -0.84 -1.51  1.50
C19 -0.12 0.27 -2.45  0.34
C20 -1.06 1.55 -2.66  -1.28
O4 0.75 0.12 -3.37  -0.44
C21 -0.74 -1.93 -2.36  0.45
C22 -2.36 -2.02 -2.54  -1.15
O5 -0.14 -2.70 -3.13  -0.44
C23 1.72 0.09 0.06  0.98
C24 2.69 -0.30 1.32  -1.33
O6 3.03 0.78 2.19  0.09
O7 4.18 0.40 2.85  -0.56
C25 2.81 0.53 -1.02  -0.60
F2 3.92 1.30 -0.45  -0.52
C26 3.52 -0.66 -1.82  -0.04
C27 4.62 0.04 -2.80  -1.09
H1 -5.91 3.39 1.79  0.26
H2 -4.57 2.67 2.95  0.03
H3 -5.67 4.04 3.54  0.38
H4 -4.58 5.62 1.77  0.28
H5 -3.42 4.92 3.06  0.27
H6 -2.30 5.93 0.54  0.37
H7 -1.56 5.04 1.97  0.23
H8 -0.03 4.87 0.01  0.34
H9 -1.37 4.37 -1.14  0.35
H10 0.88 2.51 -0.99  0.66
H11 1.20 3.23 0.64  0.58
H12 -0.66 2.24 4.40  0.43
H13 1.23 2.17 5.67  0.27
H14 1.84 0.68 4.65  0.28
H15 2.30 2.45 4.21  0.30
H16 -3.07 -0.10 5.11  0.33
H17 -1.86 -2.13 0.15  -0.21
H18 -2.26 -1.42 1.72  0.66
H19 -2.08 0.74 -0.02  -0.11
H20 -4.60 0.75 0.45  0.33
H21 -3.46 1.08 1.84  0.03
H22 -4.27 -0.64 1.59  0.36
H23 2.21 -2.59 0.26  0.46
H24 1.68 -2.77 -1.44  0.63
H25 0.08 -3.03 2.38  0.22
H26 -1.36 -5.20 3.11  0.31
H27 -1.93 -7.17 1.28  0.33
H28 -0.99 -6.90 -1.23  0.34
H29 0.41 -4.84 -1.91  0.30
H30 -1.96 1.61 -1.98  0.09
H31 -1.48 1.44 -3.73  0.52
H32 -0.45 2.53 -2.70  0.27
H33 -2.67 -2.37 -3.58  0.41
H34 -2.83 -0.97 -2.39  0.26
H35 -2.84 -2.67 -1.73  0.21
H36 2.22 -1.14 1.97  0.46
H37 3.67 -0.77 0.93  0.67
H38 4.62 1.25 3.09  0.33
H39 2.41 1.25 -1.83  0.51
H40 4.14 -1.33 -1.11  0.24
H41 2.81 -1.26 -2.49  0.05
H42 4.17 1.07 -3.08  0.25
H43 5.58 0.29 -2.22  0.25
H44 4.82 -0.60 -3.73  0.52
C28 3.12 -2.32 -6.95  -0.64
C29 4.53 -1.87 -6.55  0.41
O8 5.37 -1.86 -7.48  -0.73
O9 4.67 -1.56 -5.34  -0.69
H45 3.07 -2.57 -8.01  0.29
H46 2.84 -3.20 -6.36  0.16
H47 2.41 -1.52 -6.74  0.13

=====

4.
This record from the OMol25 dataset describes a structure of composition C29H47ClIrN4 at a distorted geometry. The level of theory is ωB97M-V/def2-TZVPD.

charge = -2
energy = -1916.49705 Eh
Kohn-Sham gap (alpha / beta) = 1.646 / 6.725 eV
2S+1 = 6

Each line ends with the Mulliken charge.
Geometry (Å):
Ir1 -0.13 -0.06 -0.94  -2.15
C1 -0.94 -0.66 2.96  0.05
C2 -0.91 -0.07 0.79  1.10
N1 -0.25 0.02 2.00  -0.54
H1 -2.78 -1.81 2.79  0.75
N2 -2.08 -0.73 1.09  -0.73
H2 -0.55 -0.76 3.96  -0.01
C3 0.44 -1.89 -1.40  -0.47
C4 0.44 -2.27 -2.76  -0.09
C5 0.52 -3.64 -3.03  -0.80
C6 0.64 -4.58 -2.00  1.35
C7 0.88 -4.13 -0.69  -1.26
C8 0.76 -2.79 -0.36  1.06
H3 0.37 -1.49 -3.52  0.25
H4 0.48 -3.99 -4.05  0.31
H5 1.13 -4.85 0.09  0.01
H6 0.87 -2.43 0.67  0.28
C9 0.60 -6.07 -2.31  -1.53
H7 0.43 -6.63 -1.38  0.37
H8 1.51 -6.45 -2.79  0.29
H9 -0.25 -6.28 -2.98  0.37
C10 1.02 0.72 2.19  4.77
C11 1.45 0.62 3.64  -3.57
C12 2.10 0.16 1.29  -1.59
H10 1.59 -0.42 3.94  0.34
H11 2.40 1.13 3.81  0.40
H12 0.72 1.06 4.33  0.53
H13 1.85 2.67 1.83  0.50
H14 0.15 2.72 2.41  0.27
H15 1.90 0.38 0.22  0.04
C13 0.86 2.18 1.77  -1.63
H16 2.23 -0.91 1.43  0.43
H17 3.03 0.69 1.57  0.44
H18 0.50 2.24 0.73  0.00
C14 -2.05 -1.16 2.39  -0.72
C15 -2.80 -2.59 -0.28  -1.66
H19 -3.04 -3.35 0.46  0.26
H20 -3.36 -2.82 -1.20  0.46
C16 -3.15 -1.18 0.18  3.02
H21 -3.72 -0.83 -1.83  0.45
C17 -4.50 -1.18 0.90  -2.30
H22 -4.76 -0.17 1.27  0.36
H23 -1.73 -2.64 -0.53  0.31
H24 -2.21 0.02 -1.41  0.03
H25 -4.55 -1.89 1.74  0.37
H26 -5.31 -1.48 0.22  0.42
C18 -3.22 -0.28 -1.03  -1.52
H27 -3.79 0.63 -0.83  0.33
C19 1.83 2.72 -6.61  -1.00
N3 1.93 2.03 -5.40  0.54
H28 0.26 2.82 -8.04  0.38
N4 0.02 1.53 -6.29  -0.13
H29 2.53 3.40 -7.01  0.20
C20 3.00 2.47 -4.48  2.92
C21 4.25 2.81 -5.28  -2.56
C22 2.51 3.72 -3.73  -1.66
H30 4.16 3.73 -5.87  0.45
H31 5.08 2.99 -4.58  0.41
H32 4.55 1.97 -5.91  0.49
H33 4.10 1.77 -2.83  0.49
H34 3.66 0.48 -4.00  0.38
H35 1.66 3.44 -3.10  0.17
C23 3.32 1.38 -3.49  -1.53
H36 2.19 4.52 -4.41  0.35
H37 3.31 4.10 -3.09  0.43
H38 2.42 1.16 -2.92  -0.02
C24 0.66 2.41 -7.15  -0.62
C25 -2.19 2.49 -5.83  -3.10
H39 -1.95 3.46 -6.27  0.56
H40 -3.27 2.33 -5.95  0.53
C26 -1.44 1.33 -6.50  7.24
H41 -2.98 0.02 -5.90  0.50
C27 -1.75 1.30 -8.00  -4.55
H42 -1.13 0.56 -8.51  0.68
H43 -1.95 2.50 -4.76  0.01
H44 -1.55 0.05 -4.79  0.12
H45 -1.65 2.28 -8.48  0.40
H46 -2.79 1.00 -8.18  0.64
C28 -1.88 0.05 -5.83  -2.95
H47 -1.49 -0.81 -6.38  0.43
C29 0.78 1.32 -5.15  -1.06
Cl1 0.27 1.67 -2.31  -0.45

=====

5.
This record from the OMol25 dataset describes a structure of composition C29H47N2OP2SeSn at a distorted geometry. The level of theory is ωB97M-V/def2-TZVPD.

charge = +1
energy = -4616.07236 Eh
Kohn-Sham gap (alpha / beta) = 4.406 / 4.403 eV

Each line ends with the Mulliken charge.
Geometry (Å):
Sn1 0.00 0.00 0.00  0.70
C1 -0.64 0.83 3.97  -1.34
P1 0.02 0.00 2.47  0.60
C2 -0.24 -1.75 2.94  -1.08
C3 1.83 0.18 2.78  -1.20
C4 2.69 -0.54 1.75  -1.08
P2 2.35 0.00 0.02  1.12
C5 3.63 -0.98 -0.87  -1.37
C6 3.16 1.65 0.01  -1.45
H1 -0.19 0.43 4.88  0.41
H2 -1.73 0.69 4.03  0.36
H3 -0.44 1.90 3.93  0.39
H4 0.21 -1.98 3.92  0.65
H5 0.20 -2.42 2.20  0.24
H6 -1.31 -1.98 3.00  0.01
H7 2.07 -0.20 3.78  0.53
H8 2.07 1.25 2.79  0.42
H9 2.52 -1.62 1.81  0.36
H10 3.75 -0.38 1.99  0.52
H11 4.62 -0.84 -0.43  0.47
H12 3.68 -0.67 -1.92  0.40
H13 3.38 -2.04 -0.83  0.35
H14 4.17 1.61 0.41  0.43
H15 2.58 2.36 0.61  0.36
H16 3.21 2.04 -1.01  0.42
C7 -2.42 -6.58 -3.26  -1.15
C8 -2.49 -5.09 -2.96  -0.37
C9 -1.16 -4.51 -2.44  -0.05
C10 -0.71 -5.06 -1.08  -1.21
N1 -1.71 -4.83 -0.02  0.53
C11 -2.12 -3.63 0.50  -0.73
Se1 -1.49 -2.07 0.00  -0.30
N2 -3.07 -3.79 1.47  1.27
C12 -3.75 -2.75 2.25  -0.99
C13 -5.27 -2.71 1.96  -0.81
C14 -5.62 -2.41 0.49  -0.12
C15 -5.23 -1.00 0.05  -0.98
C16 -3.22 -5.13 1.58  0.95
C17 -4.04 -5.85 2.45  -0.85
C18 -4.01 -7.26 2.37  -0.86
C19 -3.17 -7.90 1.44  -0.88
C20 -2.35 -7.15 0.58  -0.71
C21 -2.40 -5.76 0.68  0.55
H17 -3.40 -6.92 -3.67  0.41
H18 -2.21 -7.17 -2.35  0.16
H19 -1.63 -6.78 -4.02  0.31
H20 -3.30 -4.89 -2.22  0.00
H21 -2.75 -4.56 -3.90  0.46
H22 -1.28 -3.41 -2.38  0.12
H23 -0.36 -4.70 -3.19  0.56
H24 0.25 -4.59 -0.78  0.11
H25 -0.51 -6.14 -1.19  0.54
H26 -3.33 -1.75 2.03  0.30
H27 -3.58 -2.94 3.33  0.42
H28 -5.74 -1.94 2.61  0.50
H29 -5.72 -3.68 2.22  0.30
H30 -6.72 -2.50 0.38  0.39
H31 -5.15 -3.17 -0.18  0.06
H32 -5.73 -0.25 0.69  0.32
H33 -5.55 -0.85 -1.01  0.35
H34 -4.13 -0.85 0.09  0.07
H35 -4.67 -5.37 3.18  0.42
H36 -4.63 -7.85 3.04  0.42
H37 -3.16 -8.98 1.39  0.42
H38 -1.70 -7.66 -0.12  0.41
C22 0.93 -2.21 -2.27  0.11
C23 0.37 -0.88 -2.75  0.87
O1 0.00 0.00 -1.98  -0.65
C24 0.26 -0.62 -4.22  0.61
C25 0.66 -1.57 -5.18  -0.28
C26 0.55 -1.30 -6.55  -0.93
C27 0.03 -0.08 -6.98  -0.36
C28 -0.37 0.88 -6.04  -0.71
C29 -0.26 0.61 -4.68  -0.35
H39 0.97 -2.31 -1.17  -0.62
H40 1.96 -2.34 -2.65  0.64
H41 0.29 -3.04 -2.65  -0.74
H42 1.06 -2.53 -4.89  0.29
H43 0.86 -2.04 -7.27  0.41
H44 -0.06 0.13 -8.04  0.42
H45 -0.77 1.83 -6.38  0.41
H46 -0.58 1.38 -3.98  0.44
H47 -1.02 1.42 0.00  -0.12

=====

Question: The highest charge belongs to which entry?
Answer: C29H47N2OP2SeSn